Record 1
Entry from the Open Molecules 2025 dataset: C5H8F2N2 in the gas phase at a distorted geometry (wB97M-V/def2-TZVPD).

Energy relative to the best compared isomer or geometry (same formula, charge and spin)   543.4 kJ/mol
Gap between HOMO and LUMO   0.335 Ha
Spin multiplicity   1
LUMO energy   0.54 eV
HOMO energy   -0.315 Eh

Structure (XYZ):
```
17
Properties=species:S:1:pos:R:3:forces:R:3
H 1.626 1.165 0.832 0.3 -0.3 -0.1
C -1.363 1.024 -0.809 -1.5 1.1 0.4
H 0.129 -1.346 1.342 0.3 -0.1 -0.6
H -0.032 -1.459 -0.433 -0.7 -0.6 -0.3
N 1.740 -0.713 0.112 2.3 0.4 1.2
C 0.281 -0.834 0.373 -1.0 -0.1 1.1
H 3.597 -1.021 -0.066 0.7 0.4 0.0
F -3.226 0.332 0.506 -0.3 1.1 0.6
H 1.673 1.010 -0.770 0.6 0.2 0.6
H -1.020 0.939 1.351 0.7 0.0 0.7
C -2.114 -0.033 -0.155 -0.8 -1.6 1.1
C 2.732 -1.635 0.103 -3.7 0.7 0.0
N 2.137 0.665 0.093 -0.8 1.1 -1.2
F -2.474 -1.296 -0.548 1.5 0.5 -0.7
C -0.798 0.370 0.472 0.7 -1.8 -1.5
H -0.913 0.870 -1.754 0.5 -0.1 -0.7
H -1.977 1.961 -0.651 1.3 -0.8 -0.4
```
Forces are in eV/Å.

***

Record 2
Entry from the Open Molecules 2025 dataset: a molecular structure, C28H56Br4F2InNO16 at a distorted geometry (wB97M-V/def2-TZVPD).

Gap between HOMO and LUMO   0.265 Ha
Spin multiplicity   1
LUMO energy   -0.86 eV
HOMO energy   -0.297 Eh

Structure (XYZ):
```
108
Properties=species:S:1:pos:R:3:forces:R:3
C -14.706 -14.966 -4.460 -0.2 -0.1 1.0
O -18.543 -19.382 -9.534 1.7 0.4 -0.2
H -17.478 -7.745 -14.189 -0.4 0.1 0.5
H -14.138 -15.283 -8.597 -0.1 -0.1 -0.3
H -19.265 -11.379 -6.387 0.0 -0.5 0.4
H -15.162 -7.211 -14.649 0.5 0.0 -0.4
H -19.048 -7.914 -8.747 0.7 -0.5 0.1
C -15.425 -7.375 -13.619 -1.7 -1.4 0.7
C -19.443 -12.400 -6.020 -0.6 0.3 0.6
H -14.080 -14.681 -5.268 0.8 0.4 -0.5
H -14.404 -9.083 -6.954 -2.5 0.4 -2.0
H -20.958 -14.511 -11.947 -0.3 -0.6 -0.1
C -20.288 -18.262 -7.971 -0.2 1.0 0.3
H -18.627 -9.736 -11.125 -0.1 -0.5 0.2
H -18.649 -13.064 -6.287 0.4 -0.2 -0.5
H -13.229 -8.620 -5.967 0.4 -0.8 0.7
H -21.677 -9.775 -12.086 -0.2 0.2 -0.1
H -19.924 -6.982 -7.607 -0.8 -0.3 -0.2
C -22.715 -10.101 -12.034 -0.3 -0.1 -0.1
H -17.516 -10.647 -12.215 -0.5 -0.8 -0.1
H -17.984 -14.532 -12.680 0.7 -0.3 -1.6
C -14.880 -19.161 -2.328 0.7 1.4 1.0
O -18.876 -18.033 -7.852 0.1 1.7 0.8
C -17.173 -8.634 -12.186 0.6 0.5 0.1
H -15.452 -18.519 -1.634 -0.3 -0.8 -0.4
H -15.670 -19.686 -9.162 0.5 -0.5 -0.6
O -15.103 -15.416 -10.455 1.3 1.3 0.3
H -22.493 -15.523 -12.159 0.1 0.2 0.3
H -16.355 -18.653 -10.485 -0.5 -0.3 -0.5
O -15.472 -13.188 -10.862 -0.2 1.2 -0.3
H -13.453 -14.289 -9.875 0.2 0.5 -0.1
H -13.494 -9.412 -9.683 -0.7 0.3 -0.4
C -19.978 -7.898 -8.209 0.4 2.0 -1.5
C -14.334 -8.092 -12.817 0.3 0.5 -1.6
H -20.754 -17.935 -8.909 0.7 -0.4 -0.2
O -14.562 -18.340 -3.485 0.0 0.0 0.2
H -17.661 -7.214 -10.542 -0.1 -0.1 -0.8
H -15.257 -6.268 -11.014 -0.4 0.5 0.4
H -18.440 -13.438 -11.476 0.3 0.6 0.9
H -18.936 -9.733 -12.853 0.1 -0.1 -0.2
H -20.422 -19.313 -7.792 -0.7 -0.3 0.1
C -18.158 -9.783 -12.094 0.1 0.5 -0.6
H -15.344 -20.104 -2.572 -0.3 0.1 -0.3
F -15.013 -11.833 -8.052 -0.2 -0.2 -0.8
O -14.533 -10.192 -5.240 0.4 0.9 -1.0
H -15.713 -12.301 -2.486 0.2 -0.2 0.6
C -13.884 -15.252 -9.665 -1.2 1.6 0.5
H -15.699 -15.015 -4.836 -1.0 -0.4 -0.2
O -12.633 -10.076 -4.015 -0.1 -0.3 -0.5
H -16.603 -10.955 -3.214 0.3 0.0 0.0
O -16.508 -9.509 -10.149 1.3 -0.7 1.2
C -15.699 -11.566 -3.266 0.2 0.5 -1.2
H -15.121 -18.011 -9.475 0.9 0.3 0.1
H -15.675 -12.096 -4.232 -0.1 0.3 0.3
O -16.821 -18.231 -8.502 -0.7 0.4 -0.4
Br -22.170 -9.050 -6.772 0.6 -0.2 -0.3
H -16.581 -9.181 -14.260 0.4 0.3 0.7
H -15.692 -6.394 -13.220 0.2 0.0 0.2
C -16.716 -8.277 -13.615 0.7 -0.3 -0.7
H -14.156 -9.056 -13.341 0.1 0.4 0.3
H -17.452 -6.528 -12.198 -0.6 0.3 0.3
H -13.818 -10.262 -11.181 0.5 -1.2 -0.6
C -14.698 -7.001 -10.460 -0.9 -3.3 -1.7
C -15.853 -14.326 -10.778 -1.0 -6.2 1.1
C -18.065 -18.608 -8.721 -2.7 -1.0 -0.3
H -13.933 -19.344 -1.787 -0.2 -0.1 -0.6
C -13.569 -9.308 -10.787 -1.2 0.9 1.2
H -21.541 -15.056 -13.569 0.0 0.2 0.3
O -22.596 -13.521 -12.654 0.7 0.4 0.2
C -15.930 -18.700 -9.506 0.1 -0.1 0.8
N -15.990 -9.179 -11.404 0.9 1.1 -1.8
C -17.863 -7.363 -11.630 1.0 -0.4 0.9
H -19.782 -9.350 -6.605 0.4 0.3 -0.7
H -13.151 -15.977 -9.873 0.4 -1.2 -0.7
In -16.080 -11.482 -9.699 -2.2 1.8 1.2
H -23.084 -10.118 -11.031 0.2 0.1 1.0
Br -21.114 -12.842 -8.278 -0.1 0.0 -0.3
O -14.497 -10.759 -3.114 -1.1 -1.4 1.0
O -16.221 -16.866 -3.053 -0.1 0.4 -0.4
H -18.965 -15.113 -11.408 0.4 0.4 0.1
H -21.563 -12.291 -5.854 0.2 -0.7 -0.6
H -14.711 -14.225 -3.657 0.3 -0.1 -0.1
H -23.459 -9.496 -12.562 0.7 0.0 -0.3
F -18.110 -11.759 -9.300 1.6 -0.4 -0.3
C -21.844 -14.745 -12.556 0.5 0.9 -0.5
H -15.041 -7.284 -9.463 -0.3 0.4 -0.2
H -13.431 -7.468 -12.972 -0.1 -0.5 0.7
H -20.287 -9.964 -8.253 0.0 -0.1 0.4
C -13.771 -9.516 -6.288 1.4 -1.2 1.4
O -17.041 -14.982 -10.906 1.4 2.6 -0.3
Br -19.386 -12.463 -4.017 0.1 0.3 -0.7
C -14.679 -8.387 -11.376 -0.8 1.2 2.3
Br -21.171 -7.760 -9.804 0.1 0.5 0.5
C -18.117 -14.450 -11.644 -2.1 -0.3 0.4
C -15.143 -17.120 -3.504 1.3 0.2 0.5
C -21.954 -12.333 -12.317 -4.5 -2.0 -1.4
H -20.861 -13.959 -6.078 -0.4 -0.3 0.1
H -18.930 -7.519 -11.749 -0.1 0.5 -0.2
C -20.301 -9.131 -7.548 -1.3 -1.7 1.7
O -22.869 -11.425 -12.532 -1.1 0.5 -0.7
C -20.824 -12.929 -6.381 0.4 1.0 0.8
H -12.592 -8.941 -11.029 0.6 0.0 -0.8
H -13.172 -10.302 -6.750 0.3 0.6 -0.1
H -13.680 -6.759 -10.415 1.5 0.8 0.2
O -20.884 -12.183 -11.911 4.2 0.2 1.4
H -20.768 -17.575 -7.240 0.5 -0.9 0.0
O -14.223 -16.231 -3.995 -1.0 -1.0 -0.2
C -13.790 -10.384 -4.158 0.7 1.3 0.8
```
Forces are in eV/Å.

***

Record 3
Entry from the Open Molecules 2025 dataset: a molecular structure, CHF3OTl at a distorted geometry (wB97M-V/def2-TZVPD).

Energy relative to the best compared isomer or geometry (same formula, charge and spin)   152.9 kJ/mol
Gap between HOMO and LUMO (alpha / beta)   0.226 / 0.266 Ha
Spin multiplicity   2
LUMO energy (alpha / beta)   -15.49 / -15.55 eV
Total charge   +2
HOMO energy (alpha / beta)   -0.795 / -0.838 Eh

Structure (XYZ):
```
7
Properties=species:S:1:pos:R:3:forces:R:3
F -1.021 -1.106 1.328 1.7 2.5 -1.7
Tl 1.874 3.060 -0.207 3.8 3.9 0.5
F -1.550 -1.140 -0.749 2.4 2.6 0.6
F 0.306 -1.997 -0.102 0.3 3.4 -0.1
H 0.231 0.493 -0.071 1.9 3.2 -0.3
C -0.536 -0.990 0.095 -4.5 -8.4 1.2
O 0.696 1.680 -0.294 -5.7 -7.2 -0.2
```
Forces are in eV/Å.

***

Table of E (Eh), in record order: -504.3650; -13044.8995; -584.9487